# 1
{
  "formula": "C28H41GeN3NiO3",
  "method": "wB97M-V/def2-TZVPD",
  "spin_multiplicity": 3,
  "total_energy_ev": -137857.9556,
  "charge": 2,
  "homo_ev": [-13.22, -13.15],
  "s2": 2.112,
  "gap_ev": [6.69, 4.94],
  "e_above_lowest_kcal_mol": 0.0,
  "species": ["Ge", "Ni", "O", "O", "O", "N", "N", "N", "C", "C", "C", "C", "C", "C", "C", "C", "C", "C", "C", "C", "C", "C", "C", "C", "C", "C", "C", "C", "C", "C", "C", "C", "C", "C", "C", "C", "H", "H", "H", "H", "H", "H", "H", "H", "H", "H", "H", "H", "H", "H", "H", "H", "H", "H", "H", "H", "H", "H", "H", "H", "H", "H", "H", "H", "H", "H", "H", "H", "H", "H", "H", "H", "H", "H", "H", "H", "H"],
  "positions_angstrom": [[2.545, 0.073, -0.492], [0.808, -2.611, -0.007], [1.777, -4.294, -0.300], [-8.660, 5.105, 3.087], [0.725, -0.598, -0.626], [-3.794, 1.637, 1.586], [-4.057, 2.869, 1.294], [-0.738, -2.023, 1.068], [-2.671, 1.150, 1.009], [4.446, 2.976, -3.305], [-6.647, 5.274, 1.981], [2.686, -4.825, 0.702], [5.753, -0.526, -0.602], [-9.700, 4.421, 3.823], [-0.747, 1.286, -0.475], [-0.352, -0.002, -0.126], [-2.571, -2.247, 2.580], [-7.335, 3.101, 2.949], [2.136, 2.226, -2.497], [0.261, -4.665, -2.136], [3.271, 2.027, -3.504], [-1.429, -2.739, 1.933], [-1.879, 1.847, 0.078], [3.482, -1.304, -1.494], [-6.181, 2.543, 2.503], [-7.588, 4.481, 2.697], [4.781, -1.691, -0.780], [-2.293, -0.195, 1.375], [6.342, -0.020, -1.913], [3.983, -5.334, 0.116], [2.515, 1.934, -1.038], [1.335, -5.274, -1.271], [-5.501, 4.707, 1.536], [-3.007, -0.980, 2.300], [-1.153, -0.759, 0.794], [-5.225, 3.330, 1.786], [5.279, -2.482, -1.347], [-9.302, 4.047, 4.764], [-0.615, -4.388, -1.547], [3.514, 2.320, -0.814], [-10.112, 3.616, 3.218], [-8.055, 2.506, 3.491], [2.156, -5.611, 1.246], [4.668, -5.564, 0.931], [1.852, 2.445, -0.336], [-4.765, 5.277, 0.986], [-2.182, 2.844, -0.207], [2.865, -3.994, 1.383], [4.539, -2.113, 0.201], [5.576, 0.349, -2.597], [-0.170, 1.837, -1.203], [4.964, 2.810, -2.359], [-5.970, 1.500, 2.679], [0.966, -6.146, -0.724], [1.286, 1.607, -2.805], [3.667, -0.948, -2.506], [2.711, -0.087, 1.027], [2.823, -2.173, -1.588], [2.194, -5.575, -1.869], [3.849, -6.246, -0.463], [2.859, 2.172, -4.504], [3.618, 0.990, -3.476], [6.561, -0.842, 0.059], [7.043, 0.796, -1.739], [-6.884, 6.315, 1.812], [-0.055, -5.390, -2.886], [5.254, 0.299, -0.070], [-10.455, 5.175, 4.008], [6.884, -0.819, -2.421], [4.113, 4.015, -3.326], [-3.093, -2.878, 3.286], [4.448, -4.577, -0.515], [5.183, 2.850, -4.098], [1.800, 3.264, -2.563], [-1.075, -3.743, 2.125], [0.634, -3.784, -2.662], [-3.888, -0.573, 2.774]]
}

# 2
{
  "formula": "Br2Cl5O20Sn",
  "method": "wB97M-V/def2-TZVPD",
  "total_energy_ev": -249428.2433,
  "charge": -5,
  "homo_ev": 3.94,
  "gap_ev": 6.40,
  "species": ["Sn", "Br", "Br", "Cl", "Cl", "Cl", "Cl", "Cl", "O", "O", "O", "O", "O", "O", "O", "O", "O", "O", "O", "O", "O", "O", "O", "O", "O", "O", "O", "O"],
  "positions_angstrom": [[0.158, -5.336, 13.797], [2.067, -5.602, 11.065], [-2.808, -3.845, 15.152], [3.106, -2.095, 14.483], [3.023, -6.718, 16.457], [-1.471, -3.120, 10.684], [-2.376, -8.127, 17.092], [-2.100, -8.381, 11.786], [2.269, -2.937, 13.682], [2.938, -0.735, 14.126], [-2.988, -7.405, 18.218], [-0.637, -8.241, 11.391], [2.560, -2.160, 15.752], [-1.433, -4.159, 9.699], [4.286, -7.472, 16.784], [-2.842, -8.581, 10.565], [-3.436, -8.331, 16.272], [-0.181, -2.615, 11.134], [2.943, -5.909, 17.610], [-2.171, -2.110, 9.999], [-1.551, -9.147, 17.513], [-2.136, -3.387, 11.780], [1.752, -7.257, 16.020], [3.343, -5.751, 15.328], [-1.447, -7.356, 16.374], [-2.519, -7.247, 12.381], [-2.268, -9.324, 12.789], [4.485, -2.568, 14.606]]
}

# 3
{
  "formula": "C3H6BNO3",
  "method": "wB97M-V/def2-TZVPD",
  "total_energy_ev": -11517.8396,
  "charge": 0,
  "homo_ev": -9.27,
  "gap_ev": 9.45,
  "smiles": "OB(O)[C@H]1COC=N1",
  "e_above_lowest_kcal_mol": 47.4,
  "species": ["O", "O", "O", "N", "C", "C", "C", "B", "H", "H", "H", "H", "H", "H"],
  "positions_angstrom": [[-1.154, -1.073, 1.112], [2.351, 0.200, 0.382], [-2.395, 0.115, -0.629], [1.111, -1.370, -0.735], [1.130, 0.919, 0.127], [2.147, -1.065, -0.097], [0.124, -0.305, -0.856], [-1.293, -0.509, -0.116], [1.131, 1.937, -0.367], [0.658, 1.060, 1.032], [3.013, -1.778, 0.182], [-1.972, -1.384, 1.637], [-3.259, -0.324, -0.554], [0.190, -0.117, -1.846]]
}

# 4
{
  "formula": "C56H53IN5O2P2PtSSb",
  "method": "wB97M-V/def2-TZVPD",
  "total_energy_ev": -117761.4576,
  "charge": 2,
  "homo_ev": [-12.29, -12.40],
  "gap_ev": [4.71, 5.02],
  "e_above_lowest_kcal_mol": 86.9,
  "species": ["Pt", "I", "Sb", "S", "P", "P", "O", "O", "N", "N", "N", "N", "N", "C", "C", "C", "C", "C", "C", "C", "C", "C", "C", "C", "C", "C", "C", "C", "C", "C", "C", "C", "C", "C", "C", "C", "C", "C", "C", "C", "C", "C", "C", "C", "C", "C", "C", "C", "C", "C", "C", "C", "C", "C", "C", "C", "C", "C", "C", "C", "C", "C", "C", "C", "C", "C", "C", "C", "C", "H", "H", "H", "H", "H", "H", "H", "H", "H", "H", "H", "H", "H", "H", "H", "H", "H", "H", "H", "H", "H", "H", "H", "H", "H", "H", "H", "H", "H", "H", "H", "H", "H", "H", "H", "H", "H", "H", "H", "H", "H", "H", "H", "H", "H", "H", "H", "H", "H", "H", "H", "H", "H"],
  "positions_angstrom": [[-0.404, -0.072, 0.236], [-0.302, -0.588, 2.775], [2.306, -0.927, 0.059], [-2.866, -2.151, -0.165], [-0.190, 2.277, -0.266], [-2.762, 1.071, -0.166], [-3.380, -0.778, -0.406], [-3.225, -3.078, -1.184], [-5.424, -3.723, 4.875], [-1.224, -1.930, -0.175], [-1.104, -4.227, 0.428], [-1.806, 2.492, 0.289], [0.829, -3.119, -0.325], [4.576, 2.680, 1.148], [3.454, 0.882, 0.019], [-3.578, -1.727, 2.429], [5.607, -2.519, -2.220], [-0.139, 0.765, -2.545], [-1.717, 2.606, 1.776], [-4.031, -3.915, 1.500], [1.866, 4.147, -0.236], [0.510, 3.921, -0.002], [-0.459, -3.143, 0.006], [4.165, 1.184, -1.146], [0.182, 6.269, 0.406], [1.354, -2.770, -2.944], [3.082, -1.930, 1.807], [4.747, -1.934, -1.307], [0.873, -5.481, 0.003], [2.174, -2.816, 2.409], [3.360, -1.960, -1.507], [-3.507, 0.470, -2.841], [-3.818, 3.159, -3.478], [3.614, 1.673, 1.173], [-3.360, 2.798, -2.222], [0.328, 1.559, -4.743], [0.437, 2.855, -4.255], [-0.338, 4.988, 0.310], [1.539, 6.491, 0.202], [-3.208, 1.447, -1.892], [-4.200, -2.093, 3.601], [2.800, 1.454, 2.424], [5.106, 2.209, -1.153], [-6.692, 2.314, 1.900], [5.471, -0.863, 1.887], [5.085, -3.151, -3.343], [0.021, 0.505, -3.889], [3.880, -3.668, 3.849], [1.476, -4.291, -0.339], [-3.963, 0.842, -4.099], [-4.768, -3.371, 3.735], [2.376, 5.434, -0.132], [-5.265, 0.560, 1.079], [4.767, -2.761, 3.297], [-3.488, -2.637, 1.378], [-4.120, 2.182, -4.420], [4.403, -1.862, 2.287], [-5.745, 3.258, 1.518], [0.236, 3.115, -2.908], [-4.662, -4.276, 2.664], [-4.299, 1.502, 0.717], [3.716, -3.203, -3.527], [-0.062, 2.064, -2.042], [-4.557, 2.861, 0.933], [2.561, -3.679, 3.420], [-0.441, -5.384, 0.423], [-6.453, 0.970, 1.668], [5.332, 2.934, 0.008], [2.820, -2.615, -2.625], [-2.672, 2.891, 2.197], [5.224, -0.269, 1.016], [-3.406, -0.579, -2.607], [1.944, 7.491, 0.308], [3.126, 2.116, 3.226], [4.013, 0.600, -2.048], [-5.108, -0.487, 0.890], [-0.475, 7.097, 0.647], [-3.131, 3.571, -1.499], [-1.398, 4.822, 0.460], [-3.945, 4.208, -3.720], [-0.375, -0.069, -1.854], [0.304, 4.131, -2.536], [-4.266, -1.389, 4.425], [6.090, 3.711, 0.028], [2.510, 3.334, -0.538], [1.049, -3.815, -2.846], [-7.616, 2.630, 2.369], [-0.988, -6.255, 0.778], [6.677, -2.478, -2.053], [-5.826, -4.632, 4.979], [0.669, 3.672, -4.931], [3.431, 5.609, -0.312], [2.526, -4.251, -0.626], [1.837, -4.356, 3.865], [-0.985, 3.361, 2.052], [5.748, -3.608, -4.070], [-4.479, 2.468, -5.403], [6.421, -1.372, 1.706], [5.792, -2.726, 3.662], [3.312, -3.713, -4.399], [5.172, -1.462, -0.430], [1.403, -6.424, -0.029], [5.666, 2.424, -2.056], [-0.112, -0.493, -4.273], [-3.846, 3.617, 0.629], [0.719, -2.180, -2.293], [-4.203, 0.075, -4.825], [2.874, 0.426, 2.786], [-5.933, 4.313, 1.675], [1.178, -2.487, -3.978], [4.213, -4.349, 4.625], [1.743, 1.653, 2.238], [4.735, 3.279, 2.041], [-5.103, -5.263, 2.759], [0.482, 1.363, -5.799], [1.143, -2.814, 2.105], [-3.181, -0.728, 2.325], [5.639, -0.163, 2.712], [-7.195, 0.227, 1.939], [-3.958, -4.606, 0.667], [-1.409, 1.663, 2.247], [-5.524, -3.080, 5.636]]
}

# 5
{
  "formula": "C24H27HgI3N2O2P",
  "method": "wB97M-V/def2-TZVPD",
  "spin_multiplicity": 2,
  "total_energy_ev": -70163.2120,
  "charge": 0,
  "homo_ev": [-7.26, -8.35],
  "s2": 0.790,
  "gap_ev": [7.11, 7.49],
  "e_above_lowest_kcal_mol": 56.5,
  "species": ["Hg", "I", "I", "I", "P", "O", "O", "N", "N", "C", "C", "C", "C", "C", "C", "C", "C", "C", "C", "C", "C", "C", "C", "C", "C", "C", "C", "C", "C", "C", "C", "C", "C", "H", "H", "H", "H", "H", "H", "H", "H", "H", "H", "H", "H", "H", "H", "H", "H", "H", "H", "H", "H", "H", "H", "H", "H", "H", "H", "H"],
  "positions_angstrom": [[-1.999, 1.346, 0.046], [-6.632, -2.778, 0.433], [-6.303, 0.705, -0.667], [-2.118, 6.551, -0.447], [0.026, -1.197, -0.234], [-2.739, 3.273, 0.290], [1.377, 1.613, 0.842], [-1.111, 3.542, 1.843], [-1.415, -0.530, -0.465], [1.845, 3.378, -0.792], [-2.082, 3.986, 1.136], [0.636, -1.105, 1.442], [2.948, -0.706, -3.054], [-2.650, 5.338, 1.180], [1.663, 1.321, -2.954], [1.347, -0.464, -1.267], [2.432, -0.805, 3.020], [0.246, -5.273, 0.018], [0.166, -1.024, 3.740], [-0.278, -1.152, 2.462], [-0.868, -3.395, -1.669], [2.002, -1.091, 1.695], [1.969, 1.867, -0.441], [1.477, -0.737, 4.033], [-1.017, -4.746, -1.958], [2.273, -1.197, -1.915], [-0.108, -2.948, -0.558], [2.524, 0.539, -3.645], [3.475, 1.502, -0.387], [1.190, 0.978, -1.578], [0.427, -3.921, 0.291], [-7.496, -0.876, 0.162], [-0.564, -5.679, -1.085], [3.458, -0.772, 3.295], [0.639, 2.105, 1.078], [0.632, -6.006, 0.758], [-3.729, 5.148, 1.142], [0.755, 3.589, -0.871], [-1.275, -2.590, -2.282], [-0.561, 4.139, 2.374], [-1.658, -4.942, -2.763], [2.739, -1.045, 0.907], [0.162, 1.323, -1.435], [2.348, 4.024, -0.097], [2.932, 0.780, -4.510], [2.370, 3.593, -1.752], [-2.462, 5.876, 2.102], [3.915, 1.857, -1.320], [-8.338, -1.018, -0.501], [-7.944, -0.579, 1.108], [3.964, 2.067, 0.486], [-0.658, -6.679, -1.247], [3.648, -1.406, -3.580], [3.500, 0.431, -0.328], [0.985, -3.583, 1.154], [1.188, 2.135, -3.411], [-1.332, -1.120, 2.206], [-0.409, -0.998, 4.639], [1.866, -0.436, 4.989], [2.622, -2.205, -1.659]]
}

Taking the records one at a time from the top gives largest force on an atom values of 0.003 0.221 0.109 0.030 0.098 Eh/bohr.